[1]
{
  "formula": "C40H36AsCrN3O3S2",
  "method": "wB97M-V/def2-TZVPD",
  "total_charge": -1,
  "e_lumo_ha": [0.084, 0.084],
  "multiplicity": 2,
  "homo_ev": [-3.847, -3.812],
  "energy_ev": -163609.867,
  "elements": ["Cr", "O", "C", "C", "C", "C", "C", "C", "C", "C", "C", "O", "C", "C", "C", "C", "C", "C", "C", "C", "C", "C", "C", "C", "N", "C", "C", "C", "C", "C", "C", "C", "C", "C", "C", "C", "C", "H", "H", "H", "H", "H", "H", "H", "H", "H", "H", "H", "H", "H", "H", "H", "H", "H", "H", "H", "H", "H", "H", "H", "H", "H", "H", "H", "S", "C", "C", "N", "C", "S", "C", "N", "C", "As", "C", "C", "O", "H", "H", "H", "H", "H", "H", "H", "H", "H"],
  "coordinates": [[0.129, -0.342, 0.320], [1.334, 0.493, -0.575], [1.598, 1.273, -1.669], [0.494, 0.980, -2.726], [-0.869, 1.262, -2.180], [-1.569, 2.392, -2.583], [-2.858, 2.597, -2.130], [-3.419, 1.644, -1.295], [-2.662, 0.548, -0.908], [-3.227, -0.462, 0.037], [-2.640, -0.204, 1.457], [-1.284, -0.404, 1.419], [-3.214, -1.158, 2.505], [-2.687, -1.061, 3.792], [-3.133, -1.892, 4.803], [-4.113, -2.841, 4.540], [-4.614, -2.968, 3.256], [-4.162, -2.135, 2.240], [-2.978, 1.246, 1.849], [-2.042, 2.257, 1.666], [-2.345, 3.572, 1.984], [-3.594, 3.893, 2.496], [-4.533, 2.890, 2.684], [-4.229, 1.575, 2.362], [-1.392, 0.371, -1.311], [2.995, 0.935, -2.197], [3.315, 0.833, -3.544], [4.614, 0.538, -3.940], [5.605, 0.335, -2.993], [5.286, 0.420, -1.644], [3.995, 0.722, -1.250], [1.594, 2.760, -1.282], [1.680, 3.764, -2.242], [1.682, 5.098, -1.866], [1.612, 5.449, -0.526], [1.540, 4.454, 0.437], [1.537, 3.119, 0.060], [0.582, -0.086, -2.950], [0.652, 1.567, -3.630], [-1.098, 3.090, -3.262], [-3.425, 3.467, -2.431], [-4.430, 1.755, -0.928], [-2.914, -1.466, -0.255], [-4.315, -0.389, 0.061], [-1.916, -0.323, 3.983], [-2.708, -1.807, 5.795], [-4.478, -3.481, 5.333], [-5.355, -3.727, 3.035], [-4.560, -2.261, 1.241], [-1.066, 2.007, 1.270], [-1.600, 4.343, 1.831], [-3.833, 4.920, 2.742], [-5.507, 3.135, 3.091], [-4.971, 0.800, 2.515], [2.561, 0.972, -4.309], [4.848, 0.460, -4.995], [6.616, 0.107, -3.307], [6.046, 0.246, -0.893], [3.739, 0.766, -0.200], [1.755, 3.506, -3.292], [1.742, 5.872, -2.622], [1.616, 6.491, -0.232], [1.493, 4.710, 1.488], [1.500, 2.338, 0.809], [-0.349, -2.843, 0.148], [0.089, -3.121, 1.819], [-0.293, -4.408, 2.283], [-0.591, -5.484, 2.574], [0.764, -2.273, 2.660], [1.422, -0.711, 2.297], [0.972, -2.691, 4.005], [1.134, -2.987, 5.108], [2.339, -4.986, -0.148], [2.627, -3.355, -1.174], [1.482, -3.328, -2.752], [4.370, -3.715, -2.003], [2.764, -1.976, -0.336], [2.752, -5.839, -0.686], [1.285, -5.144, 0.052], [2.862, -4.857, 0.800], [1.518, -4.298, -3.248], [1.869, -2.556, -3.419], [0.461, -3.093, -2.467], [4.342, -4.605, -2.634], [5.111, -3.847, -1.215], [4.653, -2.846, -2.598]],
  "forces_ev_per_a": [[-1.587, -3.489, 0.987], [1.494, 1.399, -0.443], [-0.312, 0.207, -0.739], [0.435, 0.066, 0.343], [-0.293, -0.160, 0.083], [0.087, -0.028, -0.185], [-0.114, -0.244, 0.200], [0.013, 0.247, -0.313], [0.034, -0.288, -0.004], [0.134, 0.042, 0.306], [-0.488, -0.187, -0.319], [-0.173, 1.486, 0.523], [0.156, -0.122, -0.060], [-0.038, 0.018, 0.023], [0.046, 0.066, -0.002], [-0.054, -0.034, -0.015], [-0.055, -0.054, 0.069], [-0.022, 0.127, -0.023], [0.182, -0.072, 0.125], [-0.058, -0.090, 0.033], [0.029, 0.017, -0.019], [0.012, 0.068, -0.039], [-0.074, 0.033, -0.015], [-0.005, 0.056, -0.088], [0.185, 0.506, -0.064], [0.024, -0.147, 0.108], [-0.062, 0.034, 0.015], [0.061, -0.029, -0.061], [-0.011, -0.018, -0.060], [-0.002, 0.075, 0.029], [0.013, -0.025, 0.001], [-0.002, -0.079, 0.182], [-0.022, -0.004, 0.025], [0.015, 0.038, -0.079], [-0.049, 0.022, 0.095], [0.025, 0.025, -0.025], [-0.056, -0.060, -0.061], [-0.033, 0.030, -0.117], [-0.059, -0.059, -0.031], [0.014, -0.001, 0.014], [0.022, 0.039, 0.005], [-0.004, -0.048, 0.045], [-0.040, -0.009, 0.003], [-0.003, 0.020, -0.081], [0.039, -0.035, 0.008], [0.004, -0.008, 0.002], [0.045, -0.050, -0.014], [-0.004, 0.000, 0.004], [0.017, -0.003, -0.010], [0.032, 0.029, 0.054], [-0.005, 0.010, -0.010], [-0.004, -0.005, 0.034], [-0.011, -0.025, -0.004], [0.031, -0.038, 0.039], [-0.019, 0.009, 0.020], [-0.001, 0.007, -0.001], [0.003, -0.018, 0.019], [-0.005, -0.013, 0.007], [-0.021, -0.084, 0.008], [0.022, -0.008, -0.008], [0.011, -0.015, -0.016], [-0.002, 0.007, -0.019], [0.008, 0.017, 0.004], [-0.008, 0.008, 0.017], [0.241, 1.145, -0.155], [0.291, 0.480, 0.086], [-0.150, -0.528, 0.221], [0.008, 0.094, 0.014], [-0.127, -0.112, -0.640], [-0.171, 0.065, -0.319], [0.053, -0.229, 0.566], [0.014, 0.011, -0.087], [-0.062, 0.125, -0.147], [0.541, -0.878, -0.566], [0.028, -0.005, 0.182], [-0.215, -0.006, 0.029], [0.077, 0.607, 0.296], [0.036, 0.035, -0.029], [-0.032, 0.038, -0.022], [0.011, 0.043, -0.028], [0.018, -0.005, -0.011], [0.050, -0.018, 0.031], [0.000, -0.013, 0.036], [0.004, -0.009, -0.004], [-0.051, -0.015, 0.033], [-0.060, 0.013, 0.008]]
}



[2]
{
  "formula": "C36H30AsAuNO3P",
  "method": "wB97M-V/def2-TZVPD",
  "total_charge": 0,
  "e_lumo_ha": 0.006,
  "multiplicity": 1,
  "homo_ev": -7.954,
  "energy_ev": -119268.262,
  "relative_energy_ev": 0.266,
  "elements": ["Au", "O", "N", "O", "O", "As", "C", "C", "C", "C", "C", "C", "C", "C", "C", "C", "C", "C", "C", "C", "C", "C", "C", "C", "H", "H", "H", "H", "H", "H", "H", "H", "H", "H", "H", "H", "H", "H", "H", "C", "C", "C", "C", "C", "C", "P", "C", "C", "C", "C", "C", "C", "C", "C", "C", "C", "C", "C", "H", "H", "H", "H", "H", "H", "H", "H", "H", "H", "H", "H", "H", "H", "H"],
  "coordinates": [[-1.444, 1.967, -1.143], [-4.505, 3.532, 0.700], [-3.848, 2.836, -0.015], [-2.584, 3.236, -0.078], [-0.222, 0.713, -2.197], [-0.695, -0.886, -2.321], [-1.249, -1.658, -0.668], [-2.595, -1.656, -0.319], [-2.973, -2.130, 0.928], [-2.012, -2.598, 1.813], [-0.668, -2.592, 1.462], [-0.282, -2.120, 0.218], [-2.145, -1.032, -3.562], [-2.673, -2.278, -3.880], [-3.722, -2.365, -4.781], [-4.237, -1.210, -5.356], [-3.706, 0.031, -5.035], [-2.654, 0.126, -4.135], [0.815, -1.847, -2.981], [1.741, -1.149, -3.748], [2.836, -1.820, -4.268], [3.003, -3.177, -4.019], [2.078, -3.867, -3.249], [0.978, -3.203, -2.725], [-3.342, -1.273, -1.004], [-4.017, -2.124, 1.210], [-2.309, -2.960, 2.789], [0.079, -2.939, 2.165], [0.766, -2.101, -0.055], [-2.273, -3.179, -3.427], [-4.139, -3.331, -5.033], [-5.060, -1.279, -6.056], [-4.114, 0.929, -5.479], [-2.236, 1.089, -3.870], [1.612, -0.086, -3.914], [3.564, -1.284, -4.863], [3.860, -3.697, -4.425], [2.214, -4.922, -3.050], [0.262, -3.738, -2.112], [1.127, -0.700, 6.099], [2.130, -0.007, 5.431], [1.879, 0.554, 4.190], [0.626, 0.424, 3.590], [-0.370, -0.272, 4.269], [-0.125, -0.829, 5.519], [0.169, 1.174, 1.973], [1.662, 0.861, 0.955], [1.946, 1.712, -0.114], [2.944, 1.404, -1.025], [3.681, 0.236, -0.888], [3.421, -0.613, 0.179], [2.423, -0.300, 1.092], [0.341, 2.955, 2.363], [1.567, 3.607, 2.512], [1.612, 4.948, 2.854], [0.430, 5.657, 3.045], [-0.791, 5.024, 2.884], [-0.835, 3.679, 2.539], [1.323, -1.134, 7.071], [3.107, 0.101, 5.884], [2.665, 1.096, 3.679], [-1.348, -0.370, 3.812], [-0.913, -1.359, 6.039], [1.374, 2.624, -0.239], [3.138, 2.077, -1.851], [4.456, -0.009, -1.603], [4.000, -1.520, 0.306], [2.233, -0.972, 1.921], [2.491, 3.066, 2.348], [2.568, 5.444, 2.966], [0.467, 6.707, 3.307], [-1.715, 5.574, 3.002], [-1.791, 3.199, 2.374]],
  "forces_ev_per_a": [[-0.106, 0.020, 0.140], [-0.102, 0.029, 0.048], [0.023, 0.003, 0.018], [0.038, -0.044, -0.095], [0.213, 0.160, -0.200], [-0.167, -0.114, 0.074], [0.064, -0.021, 0.004], [-0.017, 0.035, 0.011], [-0.010, 0.004, -0.010], [0.030, 0.009, 0.000], [-0.024, 0.013, 0.023], [0.007, -0.033, -0.006], [0.005, 0.002, 0.021], [0.015, -0.011, 0.009], [-0.006, 0.008, -0.009], [0.009, 0.000, 0.009], [-0.008, -0.006, 0.001], [-0.003, 0.000, 0.005], [0.004, 0.014, 0.005], [0.034, 0.027, 0.044], [-0.004, -0.035, 0.007], [0.000, 0.033, -0.009], [-0.008, -0.004, 0.012], [0.006, -0.017, -0.041], [0.002, 0.008, -0.005], [0.002, 0.004, 0.005], [-0.006, -0.002, 0.000], [0.003, -0.001, -0.001], [-0.003, 0.013, 0.008], [-0.003, 0.001, -0.001], [-0.002, 0.000, -0.001], [-0.001, -0.001, -0.001], [-0.003, -0.002, -0.005], [0.003, -0.002, 0.000], [-0.014, -0.006, 0.005], [0.003, -0.001, -0.003], [0.002, -0.003, 0.003], [0.002, -0.002, -0.001], [0.002, -0.006, -0.009], [-0.002, 0.001, 0.001], [0.000, 0.001, -0.010], [0.000, -0.002, -0.010], [0.031, 0.005, 0.004], [0.004, -0.011, -0.014], [-0.007, 0.003, -0.006], [-0.029, -0.042, -0.032], [0.028, -0.018, 0.030], [-0.017, 0.015, -0.012], [0.013, -0.021, 0.006], [0.001, 0.017, 0.016], [0.002, 0.002, 0.001], [-0.028, -0.020, -0.013], [0.058, 0.044, -0.036], [-0.018, -0.017, 0.037], [-0.011, -0.005, -0.006], [-0.006, 0.006, -0.003], [0.013, -0.009, -0.012], [-0.003, -0.003, -0.013], [-0.001, -0.001, 0.001], [0.002, 0.002, 0.000], [0.005, -0.006, 0.008], [-0.006, -0.003, -0.002], [0.002, -0.003, -0.002], [-0.004, -0.019, -0.011], [0.002, 0.007, -0.001], [0.003, -0.002, 0.002], [0.003, 0.000, -0.002], [-0.007, -0.006, 0.007], [-0.004, 0.009, 0.005], [0.001, 0.003, 0.004], [0.001, 0.000, -0.001], [0.003, -0.001, 0.004], [-0.011, 0.000, 0.004]]
}



[3]
{
  "formula": "C22H22N2O5",
  "method": "wB97M-V/def2-TZVPD",
  "total_charge": 0,
  "e_lumo_ha": -0.007,
  "multiplicity": 1,
  "homo_ev": -8.546,
  "energy_ev": -36387.148,
  "relative_energy_ev": 3.495,
  "smiles": "C=CCOc1ccc(/C(O)=C2\\C(=O)C(=O)N(CCOC)[C@@H]2c2cccnc2)cc1",
  "elements": ["C", "C", "C", "O", "C", "C", "C", "C", "C", "O", "C", "C", "O", "C", "O", "N", "C", "C", "O", "C", "C", "C", "C", "C", "C", "N", "C", "C", "C", "H", "H", "H", "H", "H", "H", "H", "H", "H", "H", "H", "H", "H", "H", "H", "H", "H", "H", "H", "H", "H", "H"],
  "coordinates": [[0.625, -4.718, 6.340], [0.801, -4.293, 5.105], [1.779, -4.906, 4.142], [1.260, -5.023, 2.829], [1.092, -3.918, 2.068], [0.460, -4.127, 0.838], [0.244, -3.078, -0.025], [0.636, -1.782, 0.319], [0.392, -0.680, -0.614], [0.683, -0.901, -1.918], [-0.110, 0.528, -0.260], [-0.647, 0.927, 1.031], [-0.705, 0.299, 2.065], [-1.185, 2.344, 0.835], [-1.715, 3.050, 1.663], [-0.960, 2.676, -0.457], [-1.351, 3.951, -0.998], [-0.257, 4.593, -1.851], [0.954, 4.590, -1.134], [1.989, 5.268, -1.796], [-0.331, 1.647, -1.253], [-1.213, 1.219, -2.401], [-0.752, 1.185, -3.710], [-1.613, 0.780, -4.717], [-2.909, 0.427, -4.371], [-3.358, 0.456, -3.128], [-2.533, 0.839, -2.172], [1.285, -1.579, 1.534], [1.515, -2.631, 2.398], [-0.075, -4.245, 7.006], [1.181, -5.550, 6.741], [0.229, -3.461, 4.716], [2.716, -4.330, 4.132], [2.013, -5.931, 4.440], [0.139, -5.127, 0.591], [-0.279, -3.258, -0.955], [1.025, -1.799, -2.029], [-1.574, 4.582, -0.134], [-2.255, 3.848, -1.612], [-0.559, 5.622, -2.096], [-0.137, 4.045, -2.801], [2.210, 4.810, -2.769], [1.735, 6.323, -1.957], [2.865, 5.199, -1.154], [0.632, 2.002, -1.645], [0.269, 1.460, -3.934], [-1.286, 0.739, -5.745], [-3.622, 0.105, -5.118], [-2.943, 0.845, -1.169], [1.624, -0.592, 1.799], [2.017, -2.431, 3.330]],
  "forces_ev_per_a": [[-0.017, 0.015, 0.070], [0.030, -0.100, -0.364], [0.314, 0.070, 0.383], [-0.173, -0.039, -0.211], [-0.064, 0.168, -0.336], [0.082, -0.149, 0.198], [0.005, 0.149, 0.125], [0.167, -0.246, 0.019], [-0.139, 0.433, 0.257], [-0.050, 0.003, 0.119], [0.299, -0.236, -0.526], [0.165, -0.698, 0.356], [-0.162, 0.484, -0.117], [-0.292, 0.536, 0.327], [0.025, -0.175, 0.133], [0.152, -0.116, -0.086], [0.167, 0.390, -0.039], [-0.142, -0.131, -0.007], [-0.254, -0.123, 0.213], [0.068, 0.041, -0.091], [0.213, -0.314, -0.218], [-0.091, 0.099, -0.334], [-0.211, -0.005, 0.170], [-0.012, 0.007, 0.049], [0.168, -0.004, -0.319], [-0.542, -0.165, 0.130], [0.388, 0.155, 0.087], [-0.076, -0.064, -0.329], [0.081, -0.244, 0.239], [-0.131, 0.134, 0.105], [0.122, -0.212, 0.032], [-0.103, 0.140, 0.045], [-0.104, -0.114, -0.080], [0.028, 0.182, -0.007], [-0.042, -0.113, -0.021], [-0.054, -0.034, -0.068], [0.042, 0.130, 0.118], [-0.050, -0.056, -0.156], [0.059, 0.061, 0.071], [-0.014, -0.131, -0.006], [0.017, 0.074, 0.064], [0.017, 0.020, 0.030], [0.028, -0.022, 0.006], [0.044, 0.051, -0.076], [-0.116, 0.025, -0.012], [0.107, 0.035, 0.002], [-0.003, -0.011, -0.094], [0.010, -0.010, -0.136], [0.013, 0.037, 0.144], [-0.007, 0.086, 0.043], [0.040, -0.013, 0.103]]
}



[4]
{
  "formula": "C2H12N4Si2",
  "method": "wB97M-V/def2-TZVPD",
  "total_charge": 0,
  "e_lumo_ha": 0.005,
  "multiplicity": 1,
  "homo_ev": -7.457,
  "energy_ev": -23983.153,
  "smiles": "C=[Si](N)N.C=[Si](N)N",
  "elements": ["C", "Si", "N", "N", "H", "H", "H", "H", "H", "H", "C", "Si", "N", "N", "H", "H", "H", "H", "H", "H"],
  "coordinates": [[-1.502, 2.217, 2.569], [-1.222, 1.603, 0.913], [-2.005, 0.528, -0.049], [0.160, 1.827, -0.189], [-2.540, 2.130, 2.950], [-0.682, 2.794, 2.900], [-1.608, -0.139, -0.745], [-2.885, 0.273, 0.106], [-0.187, 2.021, -1.164], [0.972, 2.506, -0.128], [1.905, -0.700, -2.184], [1.214, -1.413, -0.701], [1.377, -1.166, 0.931], [0.428, -3.008, -0.837], [1.705, -1.175, -3.077], [2.008, 0.342, -2.168], [0.604, -0.784, 1.504], [2.320, -0.970, 1.261], [0.376, -3.593, -1.593], [-0.439, -3.295, -0.300]],
  "forces_ev_per_a": [[-1.060, -1.975, -3.345], [2.368, 2.085, 1.436], [2.593, -1.249, -2.304], [0.397, 1.931, -0.715], [1.205, 0.212, 0.231], [0.229, 0.882, 0.784], [-0.018, 1.300, 0.855], [-4.482, -1.211, 0.942], [0.249, -0.683, 1.363], [-1.484, -1.251, 0.672], [-1.121, -0.956, 4.176], [-0.239, -1.729, -3.566], [-0.196, 0.963, 1.529], [-1.408, 1.612, 3.025], [-0.327, -0.934, -1.832], [0.617, 1.297, -0.115], [1.142, -0.376, -0.399], [-0.635, 0.211, 0.214], [0.369, -1.073, -2.724], [1.799, 0.945, -0.225]]
}